Entry 1:
2 unconnected molecules or ions with the total composition C7H10N3O4. Source: the OMol25 dataset; level of theory: the ωB97M-V functional and the def2-TZVPD basis.

Structure (XYZ):
```
24
Properties=species:S:1:pos:R:3:forces:R:3
C 2.317 1.263 1.725 -1.3 0.4 -3.2
O -0.484 1.263 -2.211 -0.5 0.4 -0.5
H 0.300 1.701 1.109 0.2 0.0 -1.4
H -3.924 -2.180 -0.926 2.0 1.8 0.9
H 2.139 1.508 2.722 -1.1 0.6 1.5
N -1.268 -0.892 0.394 0.9 -0.5 -0.3
C -1.802 -1.821 -0.409 -0.9 -1.4 0.2
O -1.875 1.172 1.122 -0.7 0.6 -0.1
C -2.087 0.133 0.512 -1.0 0.4 0.0
H -3.829 0.371 -0.822 1.1 0.3 1.2
H 0.489 0.000 1.232 1.1 1.8 -0.3
N -3.132 -1.460 -0.785 0.0 -0.4 -0.2
C 1.048 0.954 0.805 -0.9 -1.9 6.8
O -1.288 -2.895 -0.711 -0.1 -0.1 -0.4
C 1.214 0.456 -0.503 0.1 -1.1 -1.1
H 2.112 -0.982 -1.816 -0.2 -0.1 1.3
C 0.468 1.108 -1.525 -0.5 -0.7 -0.2
O 1.698 1.538 -1.432 1.3 1.2 -1.4
H 2.630 -0.994 -0.123 2.4 -0.7 1.7
C 1.807 -0.942 -0.719 -0.5 3.2 -3.7
H 1.084 -1.660 -0.571 -1.6 -1.6 0.7
H 2.963 0.451 1.801 1.5 -1.5 -0.4
H 2.777 2.114 1.231 0.6 0.1 0.2
N -3.355 -0.204 -0.100 -1.7 -0.7 -1.2
```
Positions in Å, forces in eV/Å.

Results
Energy ... -20081.301 eV
Frontier orbital gap ... 8.299 eV
F_max ... 0.1374 Eh/bohr
Net charge ... -1
Lowest unoccupied orbital energy ... 3.54 eV
Energy above the lowest of the compared OMol25 structures with the same formula, charge and spin ... 0.286 eV

So, what does the Löwdin scheme give us? The charges, in e, come out as:
1 C -0.052
2 O 0.147
3 H 0.111
4 H 0.154
5 H 0.039
6 N 0.137
7 C -0.611
8 O -0.018
9 C -0.614
10 H 0.122
11 H 0.145
12 N 0.015
13 C -0.187
14 O -0.038
15 C -0.386
16 H 0.122
17 C -0.488
18 O 0.134
19 H 0.042
20 C 0.046
21 H 0.041
22 H 0.031
23 H 0.066
24 N 0.041

---

Entry 2:
2 unconnected molecules or ions with the total composition C7H10N3O4. Source: the OMol25 dataset; level of theory: the ωB97M-V functional and the def2-TZVPD basis.

Structure (XYZ):
```
24
Properties=species:S:1:pos:R:3:forces:R:3
C -2.464 0.068 0.154 0.1 -0.9 -1.1
H -1.665 -0.960 1.976 -1.1 -1.1 -1.5
H 1.346 0.431 -0.981 -0.1 1.1 1.7
C 2.057 -0.044 1.139 0.6 0.8 -0.7
N -0.721 -3.001 -0.462 -4.5 2.8 3.3
O 3.386 -0.286 -2.136 0.1 0.0 0.3
H 1.749 1.955 0.115 -0.8 -1.9 -0.3
H -3.349 -1.669 1.374 1.7 0.5 -0.3
O -1.175 0.346 -0.423 -1.3 0.4 1.8
C -2.314 -1.284 1.071 0.4 0.2 -0.6
H 1.793 -1.158 1.019 0.3 1.8 0.3
C 1.263 0.901 0.073 -0.5 -0.6 0.9
O 1.862 0.647 -3.349 -0.2 0.2 0.1
H 3.184 0.090 0.889 -1.9 -0.5 0.4
C -1.539 -2.389 0.181 3.0 -0.2 -1.2
N -3.524 1.992 1.875 2.2 -3.7 -5.4
N 2.756 -0.212 -3.210 0.1 -0.2 -0.3
C -3.113 1.294 0.966 -1.0 1.2 4.4
O 3.018 -0.995 -4.142 0.0 0.0 -0.1
H -3.149 -0.255 -0.728 1.1 1.0 1.5
H -0.534 2.220 0.302 0.1 -1.8 0.5
H -0.481 0.878 1.597 0.1 0.0 -1.6
H 1.924 0.341 2.222 0.0 -0.8 -1.6
C -0.310 1.092 0.479 1.7 1.7 -0.4
```
Positions in Å, forces in eV/Å.

Results
Energy ... -20076.008 eV
Frontier orbital gap ... 6.836 eV
F_max ... 0.1342 Eh/bohr
Net charge ... -1
Lowest unoccupied orbital energy ... 2.57 eV
Energy above the lowest of the compared OMol25 structures with the same formula, charge and spin ... 5.579 eV

So, what does the Löwdin scheme give us? The charges, in e, come out as:
1 C -0.308
2 H 0.123
3 H 0.093
4 C -0.138
5 N 0.125
6 O -0.097
7 H 0.116
8 H 0.115
9 O -0.158
10 C -0.094
11 H 0.072
12 C -0.185
13 O -0.096
14 H 0.075
15 C -0.159
16 N 0.111
17 N -0.654
18 C -0.115
19 O -0.086
20 H 0.162
21 H 0.127
22 H 0.115
23 H 0.062
24 C -0.208

---

Entry 3:
A gas-phase ion, C7H10N3O4 (charge +1). Source: the OMol25 dataset; level of theory: the ωB97M-V functional and the def2-TZVPD basis.

Structure (XYZ):
```
24
Properties=species:S:1:pos:R:3:forces:R:3
C 0.512 -1.772 -1.048 -2.4 1.0 0.2
H 1.370 1.830 2.729 0.2 0.4 -0.3
O 0.905 0.937 -0.949 0.3 0.4 0.0
H -0.521 0.148 2.964 -0.4 0.8 1.0
O -3.532 0.988 0.235 0.2 -0.4 0.0
H -1.383 1.666 2.246 -0.2 0.2 0.7
N 1.742 -2.352 -1.288 1.1 2.3 0.1
H 1.603 0.173 2.551 0.8 -1.9 1.1
C -2.478 0.666 -0.071 0.4 0.6 -0.3
O 2.457 -1.277 -1.384 -0.1 -2.3 -0.2
H 2.256 1.178 1.316 1.8 0.5 -0.9
H -0.896 0.504 -2.759 -0.4 -1.2 1.1
C 1.489 1.037 1.996 -1.3 1.0 0.1
H -0.184 -1.522 -3.061 0.8 -0.6 1.9
H -2.260 -0.554 -2.187 0.1 -0.4 -0.3
C 0.029 0.726 -0.008 0.1 0.5 0.6
H -1.606 -0.066 1.713 0.6 0.9 0.2
H 1.835 0.851 -0.700 0.1 -0.2 0.1
C -1.261 0.413 -0.577 -0.2 -0.6 -0.9
C -1.238 -0.258 -1.969 0.3 1.6 0.8
O 2.084 -3.477 -1.148 0.3 -0.3 -0.4
C -0.901 0.711 2.118 -0.3 -2.3 0.2
N 0.262 0.837 1.284 -1.8 0.1 -1.9
N -0.282 -1.388 -2.003 0.2 0.0 -2.7
```
Positions in Å, forces in eV/Å.

Results
Energy ... -20067.805 eV
Frontier orbital gap ... 9.520 eV
F_max ... 0.0526 Eh/bohr
Net charge ... +1
Lowest unoccupied orbital energy ... -3.80 eV
Energy above the lowest of the compared OMol25 structures with the same formula, charge and spin ... 5.117 eV

So, what does the Löwdin scheme give us? The charges, in e, come out as:
1 C 0.022
2 H 0.127
3 O 0.157
4 H 0.118
5 O 0.299
6 H 0.126
7 N -0.388
8 H 0.093
9 C -0.100
10 O 0.015
11 H 0.084
12 H 0.169
13 C 0.045
14 H 0.201
15 H 0.133
16 C -0.291
17 H 0.119
18 H 0.138
19 C -0.110
20 C -0.077
21 O 0.170
22 C 0.003
23 N -0.094
24 N 0.041

---

Entry 4:
2 unconnected molecules or ions with the total composition C7H10N4. Source: the OMol25 dataset; level of theory: the ωB97M-V functional and the def2-TZVPD basis.

Structure (XYZ):
```
21
Properties=species:S:1:pos:R:3:forces:R:3
H 2.091 0.537 2.355 0.8 0.4 -0.2
H -3.047 -1.152 -2.521 -0.4 -0.1 1.1
N -1.452 -0.972 -1.417 3.8 0.1 -0.3
H 0.702 0.224 -2.443 -0.6 0.4 -0.2
N 1.103 -0.333 0.882 -0.2 -0.3 -1.0
C -0.673 -1.468 0.987 -0.4 0.8 -1.5
C -0.617 -0.917 -0.314 0.6 0.2 0.1
H 2.175 0.556 -1.557 -0.2 -0.4 -0.2
C 2.338 0.262 1.323 -2.7 1.3 0.2
C -2.657 -1.131 -1.472 -3.9 0.2 -0.1
N 0.368 -1.118 1.685 0.7 0.3 0.8
H -3.359 -1.115 -0.571 0.7 -0.3 -1.1
H 0.996 1.688 -1.258 -0.8 -0.5 -0.8
C 1.071 0.603 -1.505 2.2 0.5 1.5
H 3.053 -0.471 1.251 2.2 -1.3 0.0
H -0.560 2.365 0.169 -0.8 -0.7 1.4
H -1.516 -1.971 1.361 -0.5 -0.9 0.8
H 2.467 1.095 0.616 0.6 -0.1 0.8
C 0.596 -0.225 -0.362 -1.7 -0.5 -0.1
C -1.165 1.958 1.015 1.7 1.3 -2.7
N -1.913 1.585 1.779 -1.0 -0.6 1.3
```
Positions in Å, forces in eV/Å.

Results
Energy ... -13378.772 eV
Frontier orbital gap ... 9.020 eV
F_max ... 0.0763 Eh/bohr
Lowest unoccupied orbital energy ... 0.71 eV
Energy above the lowest of the compared OMol25 structures with the same formula, charge and spin ... 3.083 eV

So, what does the Löwdin scheme give us? The charges, in e, come out as:
1 H 0.103
2 H 0.078
3 N 0.010
4 H 0.078
5 N -0.189
6 C -0.112
7 C -0.265
8 H 0.080
9 C 0.011
10 C -0.076
11 N 0.087
12 H 0.101
13 H 0.076
14 C -0.025
15 H 0.064
16 H 0.076
17 H 0.096
18 H 0.091
19 C -0.264
20 C -0.099
21 N 0.080

---

Entry 5:
A molecular structure, C7H10N5. Source: the OMol25 dataset; level of theory: the ωB97M-V functional and the def2-TZVPD basis.

Structure (XYZ):
```
22
Properties=species:S:1:pos:R:3:forces:R:3
C -0.646 1.376 1.888 -0.1 0.0 0.3
N -2.157 -1.683 3.631 -0.6 -0.1 0.7
H -0.748 -1.903 0.807 0.1 0.2 -0.1
N 0.096 0.472 -0.436 -0.3 -1.0 4.3
C 0.293 0.684 -3.314 0.4 -0.1 -0.1
H 0.941 0.000 -0.729 0.0 -0.1 -0.2
C -0.570 -1.250 1.655 0.1 -0.1 -0.1
H -1.696 1.414 -0.646 0.0 0.0 0.0
N -0.794 1.128 -2.465 -0.3 0.2 -0.3
H 2.036 -2.234 1.071 -0.1 0.1 0.0
C 0.858 -0.799 1.893 0.1 0.1 0.2
H -0.066 0.610 -4.336 0.0 0.0 0.0
N 1.839 -1.243 0.953 0.2 -0.1 -0.1
H -1.550 1.619 -2.922 0.0 0.0 0.3
H 2.714 -0.743 1.091 -0.1 -0.1 0.0
H 1.157 -0.629 2.931 -0.2 0.0 -0.2
H 1.121 1.395 -3.287 0.0 0.0 0.0
N -1.031 2.392 2.246 -0.2 0.5 0.2
C -1.452 -1.485 2.758 0.4 0.1 -0.3
C -0.169 0.161 1.376 0.9 0.3 -4.6
C -0.828 1.012 -1.161 -0.3 0.2 0.0
H 0.653 -0.296 -3.001 -0.1 0.0 0.0
```
Positions in Å, forces in eV/Å.

Results
Energy ... -14862.289 eV
Frontier orbital gap ... 10.182 eV
F_max ... 0.0913 Eh/bohr
Net charge ... +1
Lowest unoccupied orbital energy ... -4.28 eV
Energy above the lowest of the compared OMol25 structures with the same formula, charge and spin ... 2.802 eV

So, what does the Löwdin scheme give us? The charges, in e, come out as:
1 C -0.157
2 N 0.214
3 H 0.166
4 N 0.191
5 C -0.031
6 H 0.108
7 C -0.141
8 H 0.164
9 N 0.015
10 H 0.110
11 C -0.230
12 H 0.102
13 N 0.069
14 H 0.164
15 H 0.109
16 H 0.175
17 H 0.106
18 N 0.242
19 C -0.169
20 C -0.147
21 C -0.155
22 H 0.095

---

Entry 6:
A molecular structure, C7H10N6. Source: the OMol25 dataset; level of theory: the ωB97M-V functional and the def2-TZVPD basis.

Structure (XYZ):
```
23
Properties=species:S:1:pos:R:3:forces:R:3
C -2.614 0.244 -0.552 2.9 -1.3 -1.2
H -2.592 -0.890 -1.175 0.4 3.4 1.0
N -3.949 0.734 -0.427 -1.6 -3.9 1.4
H 1.902 3.171 0.795 0.2 -1.4 -1.7
C 1.625 -0.569 -0.464 0.9 1.6 1.7
N 3.951 -0.712 -0.315 3.5 10.3 3.8
C 2.878 0.128 -0.248 1.2 -0.4 -1.9
N 0.759 1.509 0.292 -2.9 1.7 0.3
H -2.334 -1.219 1.125 1.0 1.3 -0.1
H -4.385 -0.268 -0.409 -0.7 3.2 0.0
H 3.765 -1.564 -0.618 0.2 -5.0 -1.3
H 4.890 0.054 0.103 -3.3 -4.1 -2.1
C -1.768 -0.271 0.817 -2.1 1.1 0.4
N -0.378 -0.619 0.522 0.5 -0.8 -2.1
N 1.373 -1.875 -0.164 -0.5 -2.7 -0.6
H -0.554 -2.708 0.807 1.9 0.4 -1.6
H -4.348 1.341 -1.155 0.7 -0.9 0.3
H -1.836 0.507 1.705 0.2 -1.5 -1.9
C 0.150 -1.970 0.263 -1.8 3.0 2.2
C 0.625 0.221 -0.022 -1.8 0.2 1.6
N 3.076 1.465 -0.068 -2.2 -0.5 0.6
H -2.093 1.125 -1.041 0.5 -1.7 0.3
C 1.857 2.167 0.228 2.7 -2.0 1.0
```
Positions in Å, forces in eV/Å.

Results
Energy ... -16357.499 eV
Frontier orbital gap ... 9.242 eV
F_max ... 0.2237 Eh/bohr
Lowest unoccupied orbital energy ... 0.75 eV
Energy above the lowest of the compared OMol25 structures with the same formula, charge and spin ... 5.297 eV

So, what does the Löwdin scheme give us? The charges, in e, come out as:
1 C -0.307
2 H 0.153
3 N -0.063
4 H 0.132
5 C -0.198
6 N 0.117
7 C -0.366
8 N 0.092
9 H 0.110
10 H 0.109
11 H 0.007
12 H 0.265
13 C -0.145
14 N -0.027
15 N 0.099
16 H 0.150
17 H 0.077
18 H 0.141
19 C -0.083
20 C -0.270
21 N 0.082
22 H 0.106
23 C -0.180

---

Entry 7:
A gas-phase ion, C7H10NO (charge +1). Source: the OMol25 dataset; level of theory: the ωB97M-V functional and the def2-TZVPD basis.

Structure (XYZ):
```
19
Properties=species:S:1:pos:R:3:forces:R:3
H 0.207 1.198 -1.057 -1.0 0.4 -0.4
H -3.409 -1.125 -0.637 0.2 -0.8 0.0
C 1.219 0.904 -0.972 1.5 1.8 1.3
H -1.169 -1.966 -0.777 1.3 0.3 0.7
C -3.112 -0.255 -0.089 -0.4 0.1 0.0
N -1.230 0.818 0.978 3.5 3.4 2.5
H -3.710 -0.169 0.799 -0.6 0.1 0.3
H 2.627 -0.381 1.781 -0.2 -0.2 3.9
H -3.321 0.557 -0.760 -0.2 0.7 -0.1
C -0.244 1.420 1.294 -2.3 -0.5 0.2
C 2.683 -0.229 0.796 0.3 -1.0 -6.2
H 3.177 -1.147 0.343 -0.7 0.3 0.6
H 1.602 0.654 -1.934 0.3 -0.9 -0.9
O 0.530 -1.095 0.359 0.7 0.4 -0.7
H 3.362 0.495 0.337 -0.3 0.5 1.1
C 1.365 -0.159 0.055 1.6 -0.1 0.8
C -0.765 -1.146 -0.145 -3.9 1.8 0.6
H 1.898 1.839 -0.700 -1.6 -2.0 -0.1
C -1.709 -0.214 0.328 1.8 -4.5 -3.5
```
Positions in Å, forces in eV/Å.

Results
Energy ... -10947.737 eV
Frontier orbital gap ... 8.548 eV
F_max ... 0.1228 Eh/bohr
Net charge ... +1
Lowest unoccupied orbital energy ... -5.39 eV
Energy above the lowest of the compared OMol25 structures with the same formula, charge and spin ... 3.739 eV

So, what does the Löwdin scheme give us? The charges, in e, come out as:
1 H 0.065
2 H 0.092
3 C 0.001
4 H 0.162
5 C -0.003
6 N 0.062
7 H 0.102
8 H 0.064
9 H 0.101
10 C 0.211
11 C 0.062
12 H 0.153
13 H 0.114
14 O 0.093
15 H 0.108
16 C -0.257
17 C 0.028
18 H 0.169
19 C -0.326

---

Entry 8:
A gas-phase ion, C7H10NO4S (charge -1). Source: the OMol25 dataset; level of theory: the ωB97M-V functional and the def2-TZVPD basis.

Structure (XYZ):
```
23
Properties=species:S:1:pos:R:3:forces:R:3
S 1.106 0.999 0.410 1.2 1.4 3.2
C -1.134 1.279 -0.753 0.8 1.8 -0.8
C -1.269 0.087 1.289 0.6 -1.6 2.3
O 1.149 -1.753 0.061 -1.2 -0.5 -0.8
C 2.392 -1.790 0.271 1.7 2.9 -1.3
O 1.596 0.696 1.797 -1.0 -0.2 -2.1
O 2.484 -0.369 -1.541 -0.5 0.1 -0.2
H -2.579 -1.489 0.349 0.5 -1.6 0.3
H -1.490 2.292 -0.656 -1.6 0.3 -1.2
H -3.437 -0.050 0.624 1.6 -0.1 0.2
H -1.368 -0.668 -1.428 0.5 -0.7 -1.0
H 2.836 -2.312 1.075 0.3 -0.9 0.9
C 3.220 -0.943 -0.469 0.4 -0.4 1.0
H 4.107 -0.333 -0.248 -0.3 -1.0 0.1
H -2.929 0.341 -1.714 2.0 -0.8 1.4
N -0.598 1.201 0.592 1.4 -2.0 0.5
C -2.000 0.078 -1.021 -2.4 0.9 0.2
C 1.250 -0.171 -1.287 -0.2 -0.6 0.4
C -2.381 -0.460 0.413 -2.2 2.9 -1.7
H -0.499 -0.771 1.475 -1.4 1.6 0.0
H -0.285 1.346 -1.475 -1.0 0.0 0.4
O 1.548 2.329 -0.045 -0.3 -0.8 -0.5
H -1.717 0.459 2.283 1.0 -0.6 -1.3
```
Positions in Å, forces in eV/Å.

Results
Energy ... -27932.103 eV
Frontier orbital gap ... 7.471 eV
F_max ... 0.0790 Eh/bohr
Net charge ... -1
Lowest unoccupied orbital energy ... 3.66 eV
Energy above the lowest of the compared OMol25 structures with the same formula, charge and spin ... 4.900 eV

So, what does the Löwdin scheme give us? The charges, in e, come out as:
1 S 0.690
2 C -0.303
3 C -0.225
4 O -0.134
5 C -0.337
6 O -0.404
7 O -0.149
8 H 0.072
9 H 0.107
10 H 0.113
11 H 0.069
12 H 0.098
13 C -0.138
14 H 0.104
15 H 0.140
16 N -0.242
17 C -0.166
18 C -0.033
19 C -0.183
20 H 0.123
21 H 0.070
22 O -0.394
23 H 0.124